Computed, not measured: the molecule C8H12N2OS at a distorted geometry, with the ωB97M-V functional and the def2-TZVPD basis.

Last columns: bonded neighbours and bond lengths (Å).
Atoms and positions in Å:
1 C -0.116 2.059 0.815  C2 1.593, H13 1.200, H14 1.320, H15 1.307
2 C 0.606 0.921 -0.035  C1 1.593, C3 1.617, C4 1.457, N8 1.513
3 C -0.116 1.014 -1.479  C2 1.617, H16 1.158, H17 1.221, H18 1.139
4 C 2.058 0.891 -0.156  C2 1.457, O5 1.458, H19 1.273, H20 1.065
5 O 2.407 -0.358 -0.822  C4 1.458, C6 1.423
6 C 1.459 -1.220 -0.203  O5 1.423, S7 1.545, N8 1.390
7 S 1.610 -2.754 -0.308  C6 1.545
8 N 0.566 -0.472 0.555  C2 1.513, C6 1.390, C9 1.474
9 C -0.528 -1.147 1.276  N8 1.474, C10 1.573, H21 1.141, H22 1.158
10 C -1.382 -1.972 0.244  C9 1.573, C11 1.527, H23 1.201, H24 1.129
11 C -2.574 -1.213 -0.335  C10 1.527, N12 1.226
12 N -3.426 -0.686 -1.041  C11 1.226
13 H 0.731 2.225 1.649  C1 1.200
14 H -0.481 3.189 0.238  C1 1.320
15 H -1.226 1.437 1.112  C1 1.307
16 H -0.224 2.158 -1.618  C3 1.158
17 H 0.496 0.227 -2.183  C3 1.221
18 H -1.144 0.529 -1.541  C3 1.139
19 H 2.392 1.982 -0.720  C4 1.273
20 H 2.443 0.879 0.837  C4 1.065
21 H -0.193 -2.148 1.710  C9 1.141
22 H -0.973 -0.366 2.006  C9 1.158
23 H -0.770 -2.224 -0.759  C10 1.201
24 H -1.617 -2.951 0.755  C10 1.129

## Properties
HOMO level, eV: -9.0
Electronic energy, a.u.: -894.7826
Kohn-Sham gap, eV: 9.452
Structure (SMILES): CC1(C)COC(=S)N1CCC#N

***

Computed, not measured: a cluster of 2 separate species, C8H12N2S in total at a distorted geometry, with the ωB97M-V functional and the def2-TZVPD basis.

Last columns: bonded neighbours and bond lengths (Å).
Atoms and positions in Å:
1 C -2.831 1.163 0.258  C2 1.361, N9 1.376, H12 1.089
2 C -1.830 0.245 0.362  C1 1.361, N10 1.340, H13 1.098
3 C -1.044 2.160 -0.308  N9 1.271, N10 1.400, H14 1.076
4 C 1.690 1.262 0.254  C8 1.412, S11 1.644, H15 1.106
5 C 0.197 -1.951 -1.222  C7 1.533, H16 1.166, H17 1.118, H18 1.087
6 C 0.980 -0.925 1.878  H19 1.071, H20 1.148, H21 1.094
7 C 1.032 -0.667 -1.165  C5 1.533, C8 1.516, H22 1.118, H23 1.057
8 C 0.667 0.360 -0.110  C4 1.412, C7 1.516, N10 1.441
9 N -2.288 2.362 -0.143  C1 1.376, C3 1.271
10 N -0.691 0.836 -0.023  C2 1.340, C3 1.400, C8 1.441
11 S 3.296 1.222 -0.096  C4 1.644
12 H -3.875 0.972 0.501  C1 1.089
13 H -2.087 -0.819 0.450  C2 1.098
14 H -0.416 2.957 -0.666  C3 1.076
15 H 1.314 1.965 1.020  C4 1.106
16 H -0.961 -1.825 -1.278  C5 1.166
17 H 0.513 -2.483 -2.153  C5 1.118
18 H 0.391 -2.677 -0.438  C5 1.087
19 H 0.631 -0.135 2.512  C6 1.071
20 H 2.067 -1.286 1.951  C6 1.148
21 H 0.342 -1.745 1.536  C6 1.094
22 H 0.851 -0.090 -2.105  C7 1.118
23 H 2.052 -0.901 -1.015  C7 1.057

## Properties
HOMO level (spin up / spin down), eV: -8.6 / -8.6
Electronic energy, a.u.: -819.5893
Kohn-Sham gap (spin up / spin down), eV: 7.205 / 7.209

***

Computed, not measured: the ion C8H12N3 with charge +1 at a distorted geometry, with the ωB97M-V functional and the def2-TZVPD basis.

Last columns: bonded neighbours and bond lengths (Å).
Atoms and positions in Å:
1 C -2.462 -0.815 0.137  C2 1.207, C5 1.439
2 C -1.998 -1.433 1.064  C1 1.207, H23 1.098
3 C -0.729 0.903 -1.448  C4 1.529, N9 1.247, H12 1.133
4 C -0.181 0.765 -0.027  C3 1.529, C7 1.535, N10 1.246
5 C -2.888 -0.144 -1.063  C1 1.439, N9 1.416, H13 1.066, H14 1.163
6 C 1.897 -0.690 0.039  C8 1.525, N10 1.318, N11 1.301
7 C -0.717 1.770 1.000  C4 1.535, H15 1.062, H16 1.061, H17 1.060
8 C 3.189 0.094 -0.159  C6 1.525, H18 1.096, H19 1.152, H20 1.110
9 N -1.865 0.517 -1.786  C3 1.247, C5 1.416
10 N 0.749 -0.050 0.131  C4 1.246, C6 1.318
11 N 2.023 -1.924 0.433  C6 1.301, H21 0.991, H22 1.072
12 H -0.025 1.355 -2.212  C3 1.133
13 H -3.469 -0.890 -1.553  C5 1.066
14 H -3.640 0.717 -0.845  C5 1.163
15 H -1.199 1.168 1.730  C7 1.062
16 H -1.562 2.248 0.572  C7 1.061
17 H 0.060 2.350 1.428  C7 1.060
18 H 3.772 -0.466 -0.899  C8 1.096
19 H 3.737 0.182 0.851  C8 1.152
20 H 2.984 1.077 -0.632  C8 1.110
21 H 1.210 -2.243 0.902  N11 0.991
22 H 2.749 -2.702 0.301  N11 1.072
23 H -1.633 -1.788 2.037  C2 1.098

## Properties
Total charge: +1
HOMO level (spin up / spin down), eV: -9.6 / -13.7
Spin multiplicity: 3
Electronic energy, a.u.: -475.7920
Kohn-Sham gap (spin up / spin down), eV: 6.530 / 7.030

***

Computed, not measured: the ion C8H12N3O2 with charge +1 at a distorted geometry, with the ωB97M-V functional and the def2-TZVPD basis.

Last columns: bonded neighbours and bond lengths (Å).
Atoms and positions in Å:
1 C 1.849 -1.830 -1.524  C7 1.422, N9 1.164
2 C -1.762 0.509 1.073  C3 1.283, C4 1.512, H14 1.076
3 C -0.598 1.038 1.176  C2 1.283, O12 1.251
4 C -2.135 -0.776 0.368  C2 1.512, C5 1.533, N10 1.408, H15 1.071
5 C -2.280 -1.684 1.595  C4 1.533, H16 1.182, H17 1.154, H18 1.052
6 C 3.097 1.096 -0.249  O13 1.393, H19 1.158, H20 1.086, H21 1.088
7 C 0.493 -1.984 -1.924  C1 1.422, N11 1.465, H22 1.100, H23 1.161
8 C 1.100 2.323 0.129  O12 1.473, O13 1.293, H24 1.131, H25 1.082
9 N 2.931 -1.526 -1.220  C1 1.164
10 N -1.317 -1.459 -0.552  C4 1.408, N11 1.223
11 N -0.276 -1.078 -1.068  C7 1.465, N10 1.223
12 O 0.454 1.702 1.298  C3 1.251, C8 1.473
13 O 1.773 1.432 -0.524  C6 1.393, C8 1.293
14 H -2.574 1.211 1.150  C2 1.076
15 H -3.058 -0.687 -0.169  C4 1.071
16 H -2.248 -2.785 1.164  C5 1.182
17 H -3.340 -1.580 2.038  C5 1.154
18 H -1.535 -1.543 2.324  C5 1.052
19 H 3.722 0.959 -1.214  C6 1.158
20 H 3.074 0.223 0.394  C6 1.086
21 H 3.721 1.837 0.246  C6 1.088
22 H 0.273 -1.515 -2.894  C7 1.100
23 H 0.229 -3.111 -2.019  C7 1.161
24 H 0.248 2.627 -0.550  C8 1.131
25 H 1.689 3.161 0.479  C8 1.082

## Properties
Total charge: +1
HOMO level, eV: -13.2
Electronic energy, a.u.: -626.2954
Kohn-Sham gap, eV: 8.199

***

Computed, not measured: the ion C8H12N3O2 with charge +1 at a distorted geometry, with the ωB97M-V functional and the def2-TZVPD basis.

Last columns: bonded neighbours and bond lengths (Å).
Atoms and positions in Å:
1 C -3.700 0.957 0.288  O2 1.442, H14 1.061, H15 1.148, H16 1.008
2 O -3.066 0.442 -0.902  C1 1.442, N3 1.265
3 N -2.107 -0.383 -0.901  O2 1.265, C4 1.267
4 C -1.796 -0.860 0.230  N3 1.267, N5 1.478, H17 1.043
5 N -0.795 -1.947 0.280  C4 1.478, C6 1.273, H18 1.081
6 C 0.462 -1.942 0.081  N5 1.273, C7 1.398, H19 1.103
7 C 1.493 -1.014 -0.087  C6 1.398, C8 1.427, H20 1.100
8 C 1.623 0.386 -0.336  C7 1.427, C9 1.488, O12 1.332
9 C 0.518 1.334 -0.643  C8 1.488, C10 1.508, H21 1.133, H22 1.141
10 C -0.343 1.630 0.559  C9 1.508, N11 1.143
11 N -1.026 1.788 1.461  C10 1.143
12 O 2.850 0.903 -0.368  C8 1.332, C13 1.417
13 C 4.046 0.164 -0.195  O12 1.417, H23 1.079, H24 1.128, H25 1.114
14 H -2.958 1.356 0.933  C1 1.061
15 H -4.489 0.221 0.682  C1 1.148
16 H -4.192 1.778 -0.028  C1 1.008
17 H -2.356 -0.747 1.103  C4 1.043
18 H -1.282 -2.907 0.378  N5 1.081
19 H 0.813 -2.987 0.117  C6 1.103
20 H 2.448 -1.453 0.237  C7 1.100
21 H -0.205 0.935 -1.419  C9 1.133
22 H 0.976 2.274 -1.100  C9 1.141
23 H 4.831 0.792 -0.589  C13 1.079
24 H 3.933 -0.856 -0.663  C13 1.128
25 H 4.322 0.132 0.884  C13 1.114

## Properties
Total charge: +1
HOMO level, eV: -13.4
Electronic energy, a.u.: -626.3596
Kohn-Sham gap, eV: 8.660
Structure (SMILES): CO/N=C/[NH+]=C\C=C(/CC#N)OC

***

Computed, not measured: the ion C8H12N3S with charge +1 at a distorted geometry, with the ωB97M-V functional and the def2-TZVPD basis.

Last columns: bonded neighbours and bond lengths (Å).
Atoms and positions in Å:
1 C -2.729 0.057 -0.375  C4 1.476, N9 1.261, H13 1.084
2 C 1.062 -0.302 0.392  C3 1.379, C7 1.499, N11 1.355
3 C 0.880 1.043 0.149  C2 1.379, C8 1.499, S12 1.761
4 C -1.992 -1.160 0.018  C1 1.476, C5 1.571, N10 1.242
5 C -1.144 -0.967 1.326  C4 1.571, N11 1.425, H14 1.089, H15 1.092
6 C -1.352 2.055 -0.617  N9 1.246, S12 1.830, H16 1.076
7 C 2.330 -0.928 -0.105  C2 1.499, H17 1.087, H18 1.088, H19 1.089
8 C 1.856 1.789 -0.710  C3 1.499, H20 1.090, H21 1.086, H22 1.090
9 N -2.219 1.165 -0.697  C1 1.261, C6 1.246
10 N -2.100 -2.210 -0.636  C4 1.242, H23 1.013
11 N 0.240 -1.159 1.045  C2 1.355, C5 1.425, H24 1.012
12 S -0.331 2.077 0.902  C3 1.761, C6 1.830
13 H -3.809 -0.018 -0.334  C1 1.084
14 H -1.322 0.017 1.757  C5 1.089
15 H -1.478 -1.732 2.029  C5 1.092
16 H -1.127 2.742 -1.415  C6 1.076
17 H 2.395 -1.976 0.174  C7 1.087
18 H 3.197 -0.413 0.304  C7 1.088
19 H 2.393 -0.859 -1.190  C7 1.089
20 H 2.845 1.791 -0.251  C8 1.090
21 H 1.550 2.826 -0.822  C8 1.086
22 H 1.950 1.341 -1.699  C8 1.090
23 H -1.663 -3.064 -0.313  N10 1.013
24 H 0.567 -2.116 1.068  N11 1.012

## Properties
Total charge: +1
HOMO level, eV: -12.2
Electronic energy, a.u.: -874.1457
Kohn-Sham gap, eV: 6.769